No. 1
{"formula": "C6H11N", "method": "ωB97M-V/def2-TZVPD", "mol_weight_g_mol": 97.2, "lumo_energy_ev": 0.96, "total_charge": 0, "smiles": "C=C(CC)CC#N.[H][H]", "homo_lumo_gap_ha": 0.40295, "species": ["C", "C", "C", "C", "C", "C", "N", "H", "H", "H", "H", "H", "H", "H", "H", "H", "H", "H"], "coordinates": [[2.1814, 0.0964, -0.3568], [0.9070, -0.5617, 0.1517], [-0.3523, 0.2513, -0.0094], [-1.5010, -0.2262, 0.8609], [-0.5044, 1.3104, -0.7995], [-1.2461, 0.2785, 2.2159], [-0.9465, 0.7244, 3.2402], [2.1142, 0.3317, -1.4241], [3.0373, -0.5700, -0.2152], [2.3773, 1.0257, 0.1878], [1.0238, -0.8131, 1.2150], [0.7455, -1.5232, -0.3610], [-1.5507, -1.3226, 0.8904], [-2.4688, 0.1404, 0.5047], [-1.4517, -1.6844, -1.8705], [-1.4634, 1.8172, -0.8787], [0.3110, 1.7099, -1.3944], [-1.2125, -0.9847, -1.9569]]}

No. 2
{"formula": "C6H11N2", "method": "ωB97M-V/def2-TZVPD", "mol_weight_g_mol": 111.2, "lumo_energy_ev": 4.24, "total_charge": -1, "homo_lumo_gap_ha": 0.21185, "species": ["C", "C", "C", "N", "N", "C", "C", "C", "H", "H", "H", "H", "H", "H", "H", "H", "H", "H", "H"], "coordinates": [[-0.4514, 0.5870, 3.2554], [-0.5346, 1.1009, 2.0126], [-1.6800, 0.8037, 1.0763], [-1.2563, 0.1169, -0.1476], [-0.0056, 0.3869, -0.4860], [0.5950, -0.3445, -1.3759], [2.0445, -0.0781, -1.6640], [-0.0612, -1.4619, -2.1325], [-1.3479, 0.4960, 3.8688], [0.4633, 0.1695, 3.6707], [0.2374, 1.7759, 1.6604], [-2.3595, 0.1256, 1.6017], [-2.2655, 1.7170, 0.8327], [2.6065, -1.0248, -1.6260], [2.2315, 0.3451, -2.6634], [2.4626, 0.5819, -0.9026], [-0.1872, -1.2385, -3.2014], [-1.0408, -1.6834, -1.7100], [0.5494, -2.3752, -2.0692]]}

No. 3
{"formula": "C6H11N2", "method": "ωB97M-V/def2-TZVPD", "mol_weight_g_mol": 111.2, "lumo_energy_ev": [-0.37, -1.17], "total_charge": 0, "multiplicity": 2, "homo_lumo_gap_ha": [0.29121, 0.27914], "species": ["C", "C", "C", "C", "C", "N", "C", "N", "H", "H", "H", "H", "H", "H", "H", "H", "H", "H", "H"], "coordinates": [[-0.6921, -0.5646, -2.6569], [0.3289, 0.1863, -1.8449], [0.6159, -0.3161, -0.4195], [-0.7128, -0.4955, 0.4723], [-0.7458, -0.1389, 1.8352], [1.5834, 1.0609, 2.3121], [0.1473, 0.9258, 2.3693], [-1.7515, -0.9728, -0.0709], [-1.4486, -0.0516, -3.2313], [-1.3557, -0.9384, -1.7424], [-0.4029, -1.3835, -3.3180], [-0.0480, 1.1841, -1.5100], [1.2917, 0.3653, -2.3221], [1.4513, 0.2614, -0.0020], [0.9843, -1.3389, -0.4436], [-1.4959, -0.5433, 2.5054], [2.0830, 0.1741, 2.3493], [0.6191, 0.7334, 3.3878], [-0.4516, 1.8523, 2.3304]]}